[1]
Density functional theory data (ωB97M-V/def2-TZVPD) for a molecular structure, C32H30AsN2OPSSe2Zr.

```
71
Properties=species:S:1:pos:R:3:forces:R:3:nbo_charge:R:1
C 3.2849 -4.0520 -2.5476 0.0 0.0 0.0 -0.437
H -2.2048 2.0362 -6.7826 0.0 0.0 0.0 0.238
C -2.7344 1.2544 -3.5386 -0.2 0.1 0.0 -0.478
N 0.5128 -3.4091 -2.5100 0.0 0.0 -0.1 -0.779
H 1.7506 3.8775 1.7630 0.0 0.0 0.0 0.245
C -0.5760 0.7871 1.7839 0.1 0.0 0.0 -0.205
C 5.4085 0.0057 0.6782 0.0 0.0 0.0 -0.236
C 1.6282 1.7534 1.5310 0.1 0.0 0.1 -0.218
C -2.7019 1.6454 -5.9057 0.0 0.0 0.0 -0.196
H -4.0892 0.6492 0.0780 0.0 0.0 0.0 0.231
H -2.3551 4.2513 -1.5254 0.0 0.0 0.0 0.231
H -0.4449 -3.1342 -2.6593 0.0 0.0 0.0 0.435
H 3.0540 -4.5256 -3.5021 0.0 0.0 0.0 0.223
H 7.1436 -0.2517 1.8970 0.0 0.0 0.0 0.241
H -5.4995 4.4748 1.3532 0.0 0.0 0.0 0.240
C 0.3667 -4.0053 4.2263 0.0 0.0 0.0 -0.213
H 2.6955 1.6380 1.4047 0.0 0.0 0.0 0.249
H -1.1220 2.2296 -4.5865 0.0 0.0 0.0 0.230
H -2.1471 2.1643 2.2473 0.0 0.0 0.0 0.244
H 5.9365 0.5527 -0.0916 0.0 0.0 0.0 0.237
C 4.0465 -0.2469 0.5389 0.0 0.0 0.0 -0.056
C 0.2465 -3.2451 5.3799 0.0 0.0 0.0 -0.168
C 1.0974 3.0156 1.7577 0.0 0.0 0.0 -0.184
C 3.3682 -0.9376 1.5456 0.0 0.0 0.1 -0.419
C -3.9898 0.6493 -3.6508 0.0 0.0 0.0 -0.123
H -5.6147 2.0072 1.4429 0.0 0.0 0.0 0.239
C 6.0844 -0.4478 1.8002 0.0 0.0 0.0 -0.167
C -4.8957 2.4948 0.7986 0.0 0.0 0.0 -0.206
C -4.0394 1.7292 0.0222 0.0 0.0 0.0 -0.205
Zr 0.7529 0.2032 -0.9614 0.2 -0.5 -0.7 1.354
C -0.2605 3.1616 2.0015 0.0 0.0 0.0 -0.140
C 0.8000 0.6192 1.5328 0.0 0.1 0.1 -0.424
C -3.9156 4.5062 -0.0919 0.0 0.0 0.0 -0.185
H 0.7796 -3.9946 2.1285 0.0 0.0 0.0 0.210
H 2.9165 -4.6646 -1.7237 0.0 0.0 0.0 0.213
As 1.4823 -1.2412 1.3270 0.1 0.3 0.1 0.970
C 5.4126 -1.1486 2.7924 0.0 0.0 0.0 -0.190
H 3.3214 -1.8986 -2.4149 0.0 0.0 0.0 0.445
C -1.0944 2.0507 2.0254 0.0 0.0 0.0 -0.205
Se -0.0861 2.4136 -2.0003 0.0 0.0 0.1 -0.242
S 3.2454 0.3129 -0.9447 -0.2 -0.2 0.2 -0.210
H -1.2199 -0.0802 1.8548 0.0 0.0 0.0 0.247
C 0.6942 -3.3912 3.0249 -0.1 -0.1 0.0 -0.143
C -4.5902 0.5446 -4.8911 0.0 0.0 0.0 -0.208
O 1.0284 -1.2155 -2.4621 -0.1 0.2 0.3 -0.781
C 0.7874 -1.2514 4.1453 0.0 0.0 0.0 -0.222
H 5.9442 -1.5027 3.6647 0.0 0.0 0.0 0.240
C -3.0607 3.7493 -0.8748 0.0 0.0 0.0 -0.206
C -3.9449 1.0427 -6.0180 0.0 0.0 0.0 -0.151
C 0.9054 -2.0167 2.9879 -0.1 -0.2 -0.1 -0.367
C -2.0916 1.7561 -4.6648 0.1 0.0 0.0 -0.165
H -4.4195 0.9615 -6.9866 0.0 0.0 0.0 0.239
C 1.4300 -2.4402 -2.4894 0.1 0.0 0.0 0.821
C -4.8311 3.8800 0.7453 0.0 0.0 0.0 -0.162
H -0.0097 -3.7225 6.3159 0.0 0.0 0.0 0.239
P -2.0559 1.3880 -1.8877 0.2 0.0 0.0 1.094
H 0.3630 -1.2834 6.2415 0.0 0.0 0.0 0.236
C -3.1161 2.3566 -0.8118 -0.1 0.1 0.0 -0.363
C 0.4549 -1.8719 5.3386 0.0 0.0 0.0 -0.180
H -4.5014 0.2635 -2.7761 0.0 0.0 0.0 0.217
H 4.3634 -3.9741 -2.4557 0.0 0.0 0.0 0.250
H -0.6726 4.1437 2.1928 0.0 0.0 0.0 0.242
C 4.0526 -1.3898 2.6681 0.1 0.0 0.0 -0.189
H 0.2037 -5.0738 4.2581 0.0 0.0 0.0 0.236
N 2.7206 -2.7096 -2.4843 -0.1 0.0 0.0 -0.554
H -5.5619 0.0794 -4.9813 0.0 0.0 0.0 0.238
H 3.5316 -1.9255 3.4518 0.0 0.0 0.0 0.236
H 0.7640 -4.3721 -2.6581 0.0 0.0 0.0 0.424
Se -1.8214 -0.6283 -1.0565 0.0 -0.1 0.2 -0.318
H 0.9610 -0.1824 4.1289 0.0 0.0 0.0 0.223
H -3.8714 5.5857 -0.1396 0.0 0.0 0.0 0.239
```
Positions in Å, forces in eV/Å.

* HOMO: -13.49 eV
* charge: +2
* molecular weight: 845.7 u
* energy: -9247.08522 hartree
* Kohn-Sham gap: 6.9 eV



[2]
Density functional theory data (ωB97M-V/def2-TZVPD) for 2 unconnected molecules or ions with the total composition C32H30Br2NO at a distorted geometry.

```
66
Properties=species:S:1:pos:R:3:forces:R:3:nbo_charge:R:1
C -5.5031 -3.0634 -1.6098 0.2 0.2 0.1 -0.250
C 2.5960 -0.7833 0.9086 -0.5 0.1 0.0 -0.405
C 0.8712 2.5373 3.8066 -0.3 0.0 0.2 -0.244
H -0.3835 0.2681 0.5952 0.7 0.4 0.3 0.484
C 1.0449 -2.4888 1.7869 -0.3 0.4 -0.1 -0.218
H -3.7188 -2.7949 -2.7678 -0.2 0.0 0.3 0.221
C -3.7037 -1.5119 -1.0047 -0.7 0.0 -0.1 -0.091
C 1.5480 -0.2011 1.8616 0.8 -0.3 0.0 -0.059
Br -7.8956 -3.4690 -0.0840 0.5 0.3 -0.2 0.159
N 0.4576 -1.1438 1.6908 -0.5 -0.4 0.3 -0.667
C 0.7145 -2.0845 -5.8387 0.0 0.3 0.5 -0.249
C 4.2410 3.1933 1.1157 -0.2 -0.1 -0.1 -0.205
H -1.5511 0.5905 2.4219 0.0 0.3 0.3 0.190
C 1.5834 3.1739 0.2157 0.6 0.3 0.0 -0.146
C -1.5353 -1.2804 -2.2380 -0.7 -0.4 0.1 -0.315
H -1.9664 -1.9162 -3.0231 0.6 0.2 0.4 0.212
H -0.9035 -2.4642 -4.5192 0.2 0.1 0.0 0.213
H 2.0037 0.4454 -3.2014 0.1 0.0 0.0 0.233
C -1.7705 1.7628 4.2314 0.3 -0.1 -0.1 -0.203
C -6.2305 -2.6617 -0.4733 0.6 0.1 0.2 0.002
C -4.4609 -1.1325 0.1388 0.0 0.0 -0.4 -0.118
H 3.5977 -0.4279 1.1283 0.0 -0.1 -0.1 0.230
H 2.1610 4.8110 -1.0389 0.1 0.0 0.2 0.216
C 0.1568 3.0520 4.8989 0.0 -0.3 -0.1 -0.181
C 0.2636 1.6574 2.8976 0.1 0.6 0.0 0.055
O 0.0710 1.1372 0.5349 -0.9 -0.8 -0.4 -0.761
H 2.3271 -0.4979 -0.1210 0.2 -0.1 0.2 0.197
C -1.0553 1.2608 3.1313 -0.2 0.3 0.3 -0.262
Br 2.8969 -1.6761 -7.6800 -0.4 0.1 0.8 0.141
H 5.2712 3.1919 1.4660 -0.2 0.1 -0.1 0.222
C -0.2213 -0.8617 -2.3318 -0.6 0.9 -2.5 0.048
H -4.0639 -0.3554 0.7928 -0.1 -0.2 -0.1 0.233
H 3.2640 0.0930 -5.3125 0.0 0.1 0.1 0.249
H -2.7995 1.4324 4.3966 0.3 0.2 0.0 0.214
C 1.9159 -1.3959 -6.0679 -0.2 0.3 0.5 -0.013
H 0.2130 -0.1527 -1.6383 0.1 -0.2 0.5 0.250
C 2.0247 2.2212 1.1366 0.0 -0.1 0.2 -0.053
H 2.4878 -2.8246 0.1787 0.1 -0.2 0.1 0.213
H 1.1112 -2.8220 2.8409 0.1 0.1 -0.5 0.184
H 0.5404 3.1803 -0.1104 0.5 0.0 0.1 0.229
C 2.4972 4.1052 -0.2815 -0.2 -0.1 0.0 -0.223
C 1.6423 -0.2794 -3.9223 0.3 -0.5 0.0 -0.125
C 0.0102 -1.8900 -4.6455 0.4 -0.3 -0.2 -0.138
C 1.0000 1.1991 1.6101 -0.2 0.6 0.2 0.182
C 2.4172 -2.2976 1.1295 0.3 -0.2 0.1 -0.421
H 1.9590 -0.2550 2.8852 -0.1 0.1 -0.1 0.189
H 0.6451 3.7433 5.5924 -0.2 -0.2 -0.3 0.223
H -0.2182 -1.0012 2.4219 -0.3 -0.1 0.3 0.376
H 0.3527 -2.7635 -6.6014 -0.1 0.0 0.2 0.246
C -5.6974 -1.7009 0.4087 0.0 -0.1 -0.2 -0.255
C 2.3611 -0.4664 -5.1111 -0.6 -0.2 0.1 -0.250
C -1.1721 2.6716 5.1140 0.1 -0.3 -0.3 -0.215
H -5.9305 -3.8116 -2.2763 0.2 0.2 0.2 0.251
C -2.4347 -0.9045 -1.2427 0.7 -0.5 0.4 0.067
H -1.7319 3.0554 5.9712 0.2 -0.1 -0.4 0.225
H -2.1074 -0.1353 -0.5455 -0.1 -0.1 0.1 0.220
C 3.8178 4.1195 0.1610 0.1 -0.2 0.0 -0.212
C 3.3474 2.2351 1.5978 -0.2 0.2 -0.1 -0.226
H -6.2633 -1.4070 1.2914 0.2 -0.1 -0.2 0.252
C 0.4809 -1.0357 -3.6055 0.4 -0.2 -0.5 -0.075
H 1.9037 2.8502 3.6464 -0.3 0.0 0.0 0.228
C -4.2573 -2.4999 -1.8680 -0.4 0.1 0.2 -0.127
H 3.1585 -2.6865 1.8243 0.3 0.0 -0.3 0.219
H 4.5314 4.8309 -0.2533 -0.2 -0.1 0.1 0.222
H 0.4184 -3.1824 1.2332 0.0 -0.2 0.1 0.195
H 3.6703 1.5083 2.3508 -0.1 0.3 -0.3 0.215
```
Positions in Å, forces in eV/Å.

* HOMO: -11.04 eV
* charge: +1
* molecular weight: 604.4 u
* energy: -6515.13537 hartree
* Kohn-Sham gap: 5.2 eV



[3]
Density functional theory data (ωB97M-V/def2-TZVPD) for a molecular structure, C32H30DyN2O8S3Sb at a distorted geometry.

```
77
Properties=species:S:1:pos:R:3:forces:R:3:lowdin_spin:R:1
C 2.3701 1.4604 -2.2358 0.0 -0.1 0.0 0.000
C -0.5568 -4.8757 -1.6450 0.0 0.0 0.0 -0.001
Sb -0.4732 1.7871 -0.9390 -0.4 0.6 -0.5 -0.001
C -0.5053 -4.2477 3.4155 -0.2 0.0 -0.1 0.000
O -1.8139 -2.0105 2.9693 -0.2 -0.2 0.1 -0.007
O 1.5517 -2.2776 1.7442 1.2 -0.9 0.1 -0.004
O -1.0336 -3.1428 1.0542 -0.4 -1.7 -0.3 -0.009
H 1.7088 -1.7915 -1.1066 0.0 0.0 0.0 0.000
H -0.6822 -7.0296 5.3373 0.0 0.0 0.0 0.000
C -2.4465 2.4731 -5.3937 0.0 0.0 0.0 0.000
H -1.7590 7.3195 0.9973 0.0 0.0 0.0 0.000
H 3.8938 4.5063 -0.4155 0.0 0.0 0.0 0.000
C 2.1658 3.2686 -0.6532 -0.1 0.0 0.1 0.000
C -2.6658 2.0256 -3.0418 0.1 0.0 0.1 0.000
H -1.2529 0.0954 3.6828 0.1 0.3 0.2 0.000
H -1.4577 6.8406 -1.4122 0.0 0.0 0.0 0.000
O 2.1588 1.8090 2.4757 0.0 -0.2 0.1 0.000
C 3.4697 3.6533 -0.9280 0.0 0.0 -0.1 0.000
Dy -0.2688 -1.1811 1.4707 -1.5 2.9 -1.2 5.059
C -0.4837 2.3096 -4.0165 0.0 0.0 0.1 0.000
O -2.8623 -4.1296 2.3389 0.2 0.0 0.0 0.000
C 1.6197 2.1788 -1.3151 -0.5 -0.4 0.1 0.000
S 1.5384 -2.2797 3.2227 1.5 -0.5 1.7 -0.001
C -1.5533 6.3094 0.6677 0.0 0.0 0.0 0.000
H 0.8141 -5.9115 -0.3558 0.0 0.0 0.0 0.000
H -1.0842 3.1935 1.9004 0.0 0.0 0.0 0.000
C -1.0121 3.7213 -0.1767 0.1 -0.4 0.0 0.000
C -1.1127 4.7516 -1.1071 0.0 -0.1 -0.1 0.000
H -4.3231 2.2349 -4.3837 0.0 0.0 0.0 0.000
C -0.0329 -2.5671 -2.1169 0.1 0.1 0.0 -0.001
H -0.9805 4.5385 -2.1613 0.0 0.1 0.0 0.000
H 5.2366 3.2534 -2.0746 0.0 0.0 0.0 0.000
H -1.9976 -5.7292 3.6753 0.0 -0.1 0.1 0.000
C 1.0036 -5.7027 5.2455 -0.2 -0.1 0.0 0.000
C -1.1866 3.9864 1.1747 0.0 0.0 0.0 0.000
H -1.2053 -5.7322 -1.7791 0.0 0.0 0.0 0.000
C 1.0938 1.3006 2.2064 0.1 1.1 0.0 0.000
N -0.0093 1.5761 3.0505 -0.1 -0.2 0.2 0.001
O 0.6132 -1.2102 3.6338 0.2 0.0 0.2 -0.011
H 0.2489 -0.4858 -2.5367 0.0 0.0 -0.1 0.000
O 0.8044 0.6298 1.1201 0.6 1.0 0.1 -0.004
H 0.2944 1.8033 3.9858 0.0 0.0 0.0 0.000
H -1.9965 1.4124 3.0417 -0.2 0.0 -0.3 0.000
C 3.6717 1.8559 -2.5089 0.0 0.0 -0.1 0.000
H 2.5042 -4.1822 4.9323 0.0 -0.1 0.1 0.000
C -1.3847 6.0433 -0.6841 0.0 0.0 0.0 0.000
C -3.2454 2.2433 -4.2818 -0.1 0.0 0.0 0.000
H -3.2782 1.8247 -2.1705 -0.1 0.0 -0.1 0.000
C 0.7777 -3.8164 3.7620 0.1 0.2 0.0 0.000
C -1.0041 -5.4206 3.9662 -0.1 0.1 -0.1 0.000
C -1.0665 2.5068 -5.2618 0.0 0.0 0.0 0.000
C -0.2493 -1.3496 -2.9708 -0.1 -0.2 0.0 0.000
C 1.5219 -4.5512 4.6749 0.0 0.1 -0.2 0.000
C -0.8427 -3.6867 -2.2914 0.0 0.0 0.0 0.000
C -0.2614 -6.1402 4.8885 0.2 0.0 0.0 0.000
C -1.2813 2.0595 -2.9064 0.2 0.0 0.2 0.000
O 2.8312 -2.2335 3.8264 -0.2 -0.1 -0.2 0.000
C 0.5695 -4.9748 -0.8403 0.1 0.0 0.0 0.000
C 1.0470 -2.6458 -1.2376 0.1 -0.3 -0.4 -0.001
S -1.6628 -3.3539 2.3733 -1.5 -1.4 0.6 -0.002
C -1.4545 5.2828 1.5943 0.0 0.0 0.0 0.000
H -1.3082 -1.1252 -3.0865 0.0 0.1 0.0 0.000
H -1.5727 5.4933 2.6495 0.0 0.0 0.0 0.000
H 1.5854 3.8076 0.0840 0.1 0.1 0.0 0.000
H 2.2578 -3.9392 -0.0322 0.0 0.0 0.1 0.000
S -1.9061 0.0816 -0.2276 0.0 0.5 -0.9 -0.007
N -1.1982 0.8012 2.9477 0.9 -0.4 0.4 -0.007
H 4.2536 1.3081 -3.2389 0.0 0.0 0.0 0.000
H -2.9001 2.6307 -6.3636 0.0 0.0 0.0 0.000
H 0.5922 2.3663 -3.9088 0.0 0.0 -0.1 0.000
H -0.4405 2.6881 -6.1262 0.0 0.0 0.0 0.000
H -1.6931 -3.6267 -2.9605 0.0 0.0 0.0 0.000
H 1.9601 0.5939 -2.7397 0.0 0.1 0.0 0.000
H 1.5796 -6.2387 5.9875 0.0 0.0 0.0 0.000
C 4.2206 2.9508 -1.8584 0.0 0.0 0.0 0.000
H 0.1765 -1.5221 -3.9628 0.0 0.1 0.0 0.000
C 1.3709 -3.8652 -0.6443 0.0 0.1 0.0 -0.001
```
Positions in Å, forces in eV/Å.

* energy relative to the best compared isomer or geometry (same formula, charge and spin): 100.9 kJ/mol
* 2S+1: 6
* HOMO (spin up / spin down): -8.85 / -8.86 eV
* charge: 0
* expectation value of S²: 9.33
* molecular weight: 951.1 u
* energy: -4268.84575 hartree
* Kohn-Sham gap (spin up / spin down): 8.6 / 8.6 eV